Computed, not measured: 2 unconnected molecules or ions with the total composition C4H6N3P in a non-equilibrium geometry, with ωB97M-V/def2-TZVPD.

Output
largest force on an atom: 4.39 eV/Å
electronic energy: -661.47040 Eh
energy above the lowest of the compared OMol25 structures with the same formula, charge and spin: 49.7 kcal per mole
orbital gap: 7.83 eV

Geometry as ORCA input:
```
! wB97M-V def2-TZVPD RIJCOSX def2/J DEFGRID3
* xyz 0 1
C -0.35945 -0.58855 -1.53667
C 1.74900 2.07464 -2.42135
C -0.30271 0.80358 -1.89205
C 0.02336 -0.66950 2.27227
N -0.51176 -1.66235 -1.24308
N 0.76497 1.50933 -2.02537
N -0.23284 -1.76790 1.61602
P -0.52970 0.93241 2.09150
H 2.32135 2.79333 -1.96234
H -1.33039 1.27039 -1.91732
H 0.87130 -0.85037 3.00769
H -1.10171 -1.98711 1.20149
H 0.11920 -2.62697 1.84880
H -1.48064 0.76906 0.96040
*
```

Atom charges from the natural (NBO) analysis, given in e for atoms 1 to 8:
1. C 0.2602
2. C 0.0872
3. C -0.2229
4. C -0.2733
5. N -0.3434
6. N -0.2286
7. N -0.7470
8. P 0.1075

---

Computed, not measured: a molecular structure, C28H46BrN3P2PdS in a non-equilibrium geometry, with ωB97M-V/def2-TZVPD.

Output
largest force on an atom: 3.84 eV/Å
electronic energy: -5039.93532 Eh
<S²>: 6.0299
energy above the lowest of the compared OMol25 structures with the same formula, charge and spin: 0.0 kcal per mole
orbital gap (spin up / spin down): 6.52 / 4.81 eV

Geometry as ORCA input:
```
! wB97M-V def2-TZVPD RIJCOSX def2/J DEFGRID3
* xyz 4 5
C -0.63593 7.17411 -4.08680
C -0.84031 5.80792 -4.37850
C -1.12322 5.45732 -5.71258
C -1.21593 6.46600 -6.68743
N -1.01828 7.74496 -6.37356
C -0.74675 8.11748 -5.12535
C -0.75456 4.77463 -3.35976
C -0.76395 3.87465 -2.53725
C -0.72466 2.92719 -1.48916
C 0.34324 3.05575 -0.59433
C 0.50394 2.09389 0.39032
C -0.43935 1.08615 0.42095
C -1.56151 0.94931 -0.36687
C -1.67762 1.89624 -1.40073
Pd 0.16147 -0.18711 1.90081
P 2.11940 -0.93923 1.10747
H -1.25313 4.41823 -6.00241
H -0.37750 7.50896 -3.08602
H -1.45097 6.19896 -7.72479
H -0.60427 9.18701 -4.91238
H -2.47824 1.85008 -2.15005
H 1.03145 3.87610 -0.71802
H -2.26246 0.14339 -0.13039
H 1.31167 2.12826 1.11417
C 2.31876 -2.58055 1.87324
C 3.16763 -3.62058 1.13797
H 1.28795 -2.95338 2.03019
H 2.73326 -2.39160 2.88144
H 3.27664 -4.50439 1.77797
H 2.70206 -3.95087 0.20254
H 4.17035 -3.24175 0.91544
C 1.87987 -1.12671 -0.69803
C 2.84644 -0.44119 -1.66080
H 0.86032 -0.74860 -0.87948
H 1.85613 -2.21132 -0.87384
H 2.52647 -0.67546 -2.68731
H 2.83452 0.65415 -1.56347
H 3.87768 -0.80160 -1.54601
C 3.57601 0.10252 1.44217
C 4.95467 -0.55062 1.37996
H 3.40630 0.52428 2.44464
H 3.51823 0.94574 0.73831
H 5.71296 0.21745 1.56974
H 5.08059 -1.32575 2.14185
H 5.17618 -0.98919 0.40181
Br -2.15666 -1.14500 2.24301
P -2.47506 -3.22704 -2.01004
C -0.65043 -3.33525 -1.78963
C -0.21774 -4.76752 -2.13113
H -0.43591 -3.08008 -0.73745
H -0.16473 -2.59174 -2.44555
H 0.84649 -4.79480 -2.40081
H -0.36822 -5.44132 -1.27338
H -0.79801 -5.16257 -2.98126
C -3.06258 -3.12820 -0.29056
C -4.50172 -3.61218 -0.07467
H -2.94376 -2.06625 -0.01332
H -2.34862 -3.69403 0.32237
H -4.67602 -3.66164 1.00757
H -5.24026 -2.91454 -0.49540
H -4.67981 -4.61207 -0.50035
C -2.67359 -1.50384 -2.64072
C -2.95202 -1.60451 -4.14896
H -1.75008 -0.94067 -2.43238
H -3.50915 -1.02905 -2.09842
H -3.34793 -0.65292 -4.52588
H -2.02749 -1.83573 -4.70053
H -3.69034 -2.39832 -4.35036
C -1.44019 0.38989 7.14440
N -1.05993 0.10839 5.75093
C 0.11799 0.51499 5.22402
S 0.21108 1.43678 3.78275
N 1.25574 0.27837 5.88814
C 1.41641 -0.72047 6.93693
H -0.57187 0.68350 7.76081
H -1.89846 -0.51046 7.57191
H -2.18133 1.20315 7.18226
H -1.84378 0.15087 5.07603
H 2.09179 0.64654 5.42965
H 2.27668 -1.34699 6.68127
H 1.60733 -0.21143 7.88786
H 0.53663 -1.36473 7.02519
*
```

Atom charges from the Mulliken analysis, given in e for atoms 1 to 8:
1. C -0.3329
2. C 0.6618
3. C -0.3039
4. C -0.3914
5. N 0.0531
6. C -0.3734
7. C -0.1112
8. C -0.5592

---

Computed, not measured: 2 unconnected molecules or ions with the total composition ClH2O in a non-equilibrium geometry, with ωB97M-V/def2-TZVPD.

Output
largest force on an atom: 1.15 eV/Å
electronic energy: -536.70241 Eh
energy above the lowest of the compared OMol25 structures with the same formula, charge and spin: 8.4 kcal per mole
orbital gap: 7.65 eV

Geometry as ORCA input:
```
! wB97M-V def2-TZVPD RIJCOSX def2/J DEFGRID3
* xyz -1 1
O -0.62636 0.04315 -1.12654
H -0.42326 0.08536 -0.16466
H -0.53845 -0.90941 -1.35704
Cl 1.58807 0.78091 2.64824
*
```

For each atom in turn, the natural (NBO) charge in e is:
1. O -0.9614
2. H 0.5018
3. H 0.4579
4. Cl -0.9983

---

Computed, not measured: 2 unconnected molecules or ions with the total composition C3H9NO3 in a non-equilibrium geometry, with ωB97M-V/def2-TZVPD.

Output
largest force on an atom: 4.74 eV/Å
electronic energy: -400.14884 Eh
energy above the lowest of the compared OMol25 structures with the same formula, charge and spin: 45.6 kcal per mole
orbital gap: 10.43 eV

Geometry as ORCA input:
```
! wB97M-V def2-TZVPD RIJCOSX def2/J DEFGRID3
* xyz 0 1
C -0.06892 -0.83443 1.11401
C -1.12683 -1.54934 0.31461
O -1.70178 -2.50964 0.83082
N -1.22239 -1.29439 -1.07895
C -0.49214 -0.57459 -1.97927
O 0.52536 -1.46202 -2.69127
H -0.29376 -1.18564 2.14564
H 0.87510 -0.93618 0.65724
H -0.27682 0.27781 1.17155
H -1.75008 -2.09079 -1.52501
H -1.15119 -0.22001 -2.69082
H 0.03885 0.33470 -1.62123
H 1.02385 -1.78155 -1.87375
O 1.97299 4.93697 2.45202
H 1.03828 4.74200 2.38844
H 2.60950 4.14710 2.38597
*
```

Atom charges from the natural (NBO) analysis, given in e for atoms 1 to 8:
1. C -0.7285
2. C 0.6879
3. O -0.5919
4. N -0.6561
5. C 0.0757
6. O -0.7268
7. H 0.2616
8. H 0.2277